No. 1
Density functional theory data (ωB97M-V/def2-TZVPD) for C4H4N2O in the gas phase at a distorted geometry.

XYZ file:
```
11
Properties=species:S:1:pos:R:3:forces:R:3:mulliken_charge:R:1
N 1.2150 -0.3075 1.6186 1.066 0.728 0.186 -0.462
C 1.1608 0.3197 0.6455 1.611 -1.753 0.001 0.285
C 0.9477 0.2719 -0.8202 0.540 -0.121 -0.064 -0.166
O -0.1723 -0.5880 -1.0324 0.001 0.024 0.018 -0.338
C -1.0786 -0.6910 0.0668 -0.555 0.101 -0.004 -0.161
C -0.8865 0.5273 0.8875 -1.808 1.197 -1.036 0.279
N -0.7808 1.6814 0.8622 -0.846 -0.098 0.976 -0.463
H 1.8609 -0.2242 -1.1779 -0.402 0.039 -0.292 0.244
H 0.8270 1.2326 -1.3346 -0.071 -0.169 0.393 0.272
H -2.1094 -0.5667 -0.2939 0.303 -0.342 -0.220 0.241
H -0.9837 -1.6555 0.5786 0.162 0.395 0.043 0.270
```
Forces are in eV/Å.

Computed properties:
- HOMO energy (eV) = -10.454
- strongest force on any atom (eV Å⁻¹) = 2.40
- orbital gap (eV) = 11.10
- E_LUMO (eV) = 0.648
- multiplicity = 1
- energy relative to the best compared isomer or geometry (same formula, charge and spin) (kcal per mole) = 82.3
- SMILES string = N#CCOCC#N

No. 2
Density functional theory data (ωB97M-V/def2-TZVPD) for C4H4N2O in the gas phase at a distorted geometry.

XYZ file:
```
11
Properties=species:S:1:pos:R:3:forces:R:3:mulliken_charge:R:1
C 1.9307 -0.5256 0.0536 1.411 2.238 -0.161 0.230
C -0.0690 1.0024 -0.1152 -2.586 -3.956 0.431 -0.273
C -1.4048 0.8100 -0.0205 -0.408 0.144 1.054 -0.690
C -1.4835 -0.6040 -0.0383 -4.132 -1.343 -0.770 -0.040
H 2.0773 -1.5908 0.4769 -0.203 1.516 -0.927 0.327
H 0.5500 1.7260 -0.1635 3.716 5.463 -0.031 0.594
H -2.1680 1.5078 0.3512 0.434 -0.326 -0.903 0.308
H -2.4168 -1.2550 -0.1130 1.373 1.156 0.388 0.360
N 0.5145 -0.2235 -0.1451 3.789 0.803 -0.369 0.730
N -0.3482 -1.1857 -0.1741 -0.252 -2.548 0.682 -1.050
O 2.8177 0.3384 -0.1121 -3.141 -3.146 0.606 -0.495
```
Forces are in eV/Å.

Computed properties:
- HOMO energy (eV) = -10.210
- strongest force on any atom (eV Å⁻¹) = 6.61
- orbital gap (eV) = 10.44
- E_LUMO (eV) = 0.235
- multiplicity = 1
- energy relative to the best compared isomer or geometry (same formula, charge and spin) (kcal per mole) = 40.0
- SMILES string = O=Cn1cccn1

No. 3
Density functional theory data (ωB97M-V/def2-TZVPD) for C4H4N2O in the gas phase.

XYZ file:
```
11
Properties=species:S:1:pos:R:3:forces:R:3:mulliken_charge:R:1
N -1.2704 1.7649 0.3956 0.127 -0.341 -0.158 -0.606
C -0.5552 0.8066 0.0143 -0.029 0.163 0.163 0.490
C 0.8346 0.5274 0.4751 0.006 -0.051 0.082 -0.281
C 1.2691 -0.8850 0.5540 -0.360 0.161 -0.211 -0.542
C 0.3658 -1.7322 -0.2092 0.022 -0.033 -0.071 -0.024
N -0.6071 -1.3656 -0.9896 0.292 -0.097 0.252 -0.230
O -1.0388 -0.0828 -0.9551 -0.043 0.139 -0.028 -0.172
H -2.1836 1.7479 -0.0629 0.059 0.022 0.033 0.285
H 1.0704 1.1201 1.3647 0.005 -0.092 -0.127 0.361
H 1.5486 0.8967 -0.2905 -0.029 -0.017 0.039 0.299
H 0.5666 -2.7980 -0.2964 -0.050 0.147 0.028 0.419
```
Forces are in eV/Å.

Computed properties:
- HOMO energy (alpha / beta) (eV) = -9.065 / -9.104
- strongest force on any atom (eV Å⁻¹) = 0.45
- orbital gap (alpha / beta) (eV) = 7.38 / 7.41
- E_LUMO (alpha / beta) (eV) = -1.685 / -1.690
- multiplicity = 1
- energy relative to the best compared isomer or geometry (same formula, charge and spin) (kcal per mole) = 130.7

No. 4
Density functional theory data (ωB97M-V/def2-TZVPD) for C4H4N2O2 in the gas phase at a distorted geometry.

XYZ file:
```
12
Properties=species:S:1:pos:R:3:forces:R:3:mulliken_charge:R:1
C 0.1241 0.3716 1.0791 -0.012 -0.195 0.004 0.511
C -0.2034 1.6641 0.4108 -0.184 -0.140 -0.214 -0.397
C -0.3914 1.4075 -0.8814 -0.541 1.727 -0.065 -0.488
C -0.2231 -0.0231 -1.1626 0.709 -0.814 -0.329 0.575
H -0.3360 -2.2805 0.9214 0.792 0.038 -0.519 0.271
H 1.3002 -1.9773 0.7168 -0.719 -0.126 -0.290 0.275
H -0.3078 2.5883 0.9636 0.125 -0.071 -0.150 0.431
H -0.6703 2.1220 -1.6607 0.156 -0.385 0.284 0.423
N 0.3751 -1.9160 0.2607 0.105 -1.223 1.076 -0.879
N 0.0905 -0.5994 0.0651 -0.201 1.278 0.365 0.354
O 0.3741 0.1595 2.2373 -0.002 -0.094 -0.183 -0.553
O -0.2595 -0.5801 -2.2245 -0.229 0.006 0.022 -0.523
```
Forces are in eV/Å.

Computed properties:
- HOMO energy (eV) = -10.263
- strongest force on any atom (eV Å⁻¹) = 1.81
- orbital gap (eV) = 9.51
- E_LUMO (eV) = -0.752
- multiplicity = 1
- energy relative to the best compared isomer or geometry (same formula, charge and spin) (kcal per mole) = 32.1
- SMILES string = NN1C(=O)C=CC1=O

No. 5
Density functional theory data (ωB97M-V/def2-TZVPD) for C4H4N2O2 in the gas phase at a distorted geometry.

XYZ file:
```
12
Properties=species:S:1:pos:R:3:forces:R:3:mulliken_charge:R:1
C -2.4083 -0.7904 0.0168 0.088 0.114 -2.447 -0.928
C -1.1274 -0.0564 -0.0292 -0.050 -0.343 1.204 0.821
C 0.3202 1.6284 0.0192 -1.977 1.377 -0.340 0.095
C 1.2714 -0.4217 0.0288 0.570 -0.639 -1.215 0.508
H -2.2081 -1.4580 -0.8360 -0.718 -0.693 0.561 0.304
H -3.3323 -0.2378 -0.2469 0.895 0.083 0.563 0.303
H -2.4485 -1.2917 0.9514 -0.309 -0.736 0.651 0.266
H 0.4024 2.7170 -0.0319 0.020 -0.220 0.074 0.405
N -1.0154 1.1865 0.1193 1.276 1.891 -0.083 -0.540
N 1.3792 0.9573 -0.1202 1.298 -1.173 0.716 -0.425
O 2.1627 -1.2320 0.0820 -1.689 1.309 0.277 -0.485
O -0.0747 -0.8800 -0.0875 0.597 -0.969 0.041 -0.324
```
Forces are in eV/Å.

Computed properties:
- HOMO energy (eV) = -10.799
- strongest force on any atom (eV Å⁻¹) = 2.45
- orbital gap (eV) = 10.72
- E_LUMO (eV) = -0.079
- multiplicity = 1
- energy relative to the best compared isomer or geometry (same formula, charge and spin) (kcal per mole) = 22.7
- SMILES string = Cc1ncnc(=O)o1

No. 6
Density functional theory data (ωB97M-V/def2-TZVPD) for a molecular structure, C4H4N2O2 at a distorted geometry.

XYZ file:
```
12
Properties=species:S:1:pos:R:3:forces:R:3:mulliken_charge:R:1
C -0.5021 0.3797 -0.0371 0.087 1.707 -1.721 0.639
C 0.4747 -1.5854 0.1673 5.227 -2.259 4.346 0.426
C -0.1723 -1.1634 1.5293 -0.636 0.162 2.972 -0.177
C -0.7302 0.0585 1.3565 0.532 1.725 3.463 -0.241
H 0.8656 0.7493 -2.1279 -1.485 1.619 -0.114 0.307
H -0.4091 1.9677 -2.7315 2.406 -1.283 2.314 0.287
H -0.0919 -1.4603 2.7034 0.252 -0.259 -3.547 0.248
H -0.8124 0.9581 2.4633 -0.291 -3.071 -4.214 0.271
N 0.2590 1.6099 -1.9045 -2.336 -1.469 -1.210 -0.446
N -0.6384 1.3460 -0.8307 -0.297 3.015 0.470 -0.494
O 0.2536 -0.5823 -0.5850 0.330 -0.539 -3.088 -0.260
O 1.5035 -2.2777 -0.0031 -3.789 0.652 0.328 -0.561
```
Forces are in eV/Å.

Computed properties:
- HOMO energy (eV) = -9.039
- strongest force on any atom (eV Å⁻¹) = 7.16
- orbital gap (eV) = 8.40
- E_LUMO (eV) = -0.636
- multiplicity = 1
- energy relative to the best compared isomer or geometry (same formula, charge and spin) (kcal per mole) = 127.4